{
  "formula": "H3PS",
  "method": "ωB97M-V/def2-TZVPD",
  "energy_ha": -741.267359,
  "relative_energy_kj_mol": 140.2,
  "smiles": "[H][H].P=S",
  "orbital_gap_ev": 7.42,
  "species": ["P", "S", "H", "H", "H"],
  "coordinates": [[-0.9792, -0.3898, -0.6065], [-2.3982, -1.5268, -1.2548], [0.1728, -0.5922, -1.4919], [1.9400, 1.1502, 1.5269], [1.2646, 1.3586, 1.8263]],
  "atomic_forces_ev_per_a": [[-0.07, -0.12, -0.12], [0.66, 0.30, 0.02], [-0.59, -0.17, 0.11], [-0.76, 0.24, 0.34], [0.76, -0.24, -0.35]],
  "lowdin_charge": [0.20, -0.01, -0.19, 0.00, 0.00]
}

---

{
  "formula": "C40H37Br2FN3OTi",
  "method": "ωB97M-V/def2-TZVPD",
  "charge": 1,
  "energy_ha": -7883.216993,
  "relative_energy_kj_mol": 90.5,
  "orbital_gap_ev": 7.26,
  "species": ["Ti", "N", "C", "C", "C", "C", "C", "C", "C", "C", "C", "C", "C", "C", "H", "H", "H", "H", "H", "H", "H", "H", "H", "H", "C", "C", "C", "C", "C", "C", "C", "C", "C", "C", "C", "C", "N", "C", "C", "C", "C", "C", "C", "F", "H", "H", "H", "H", "H", "H", "H", "H", "H", "H", "H", "H", "H", "H", "H", "H", "H", "H", "H", "H", "H", "C", "C", "C", "C", "C", "C", "Br", "C", "C", "Br", "C", "O", "C", "N", "H", "H", "H", "H", "H", "H"],
  "coordinates": [[-0.0830, 0.4502, 0.2150], [1.3729, -0.7570, 1.1501], [1.9896, -0.4447, 2.4306], [3.2589, -0.9623, 2.6525], [3.9063, -0.7623, 3.8564], [3.2467, -0.0668, 4.8564], [1.9747, 0.4270, 4.6381], [1.3144, 0.2832, 3.4112], [-0.0794, 0.7754, 3.2436], [-0.6350, 1.5748, 4.2506], [-1.9848, 1.8688, 4.2875], [-2.8251, 1.3210, 3.3317], [-2.2660, 0.6218, 2.2751], [-0.8901, 0.3950, 2.1516], [2.1245, -0.9418, 0.4892], [0.8714, -1.6421, 1.2462], [3.7378, -1.5423, 1.8714], [4.8961, -1.1669, 4.0157], [3.7203, 0.0782, 5.8183], [1.4784, 0.9152, 5.4624], [-0.0038, 1.9833, 5.0264], [-2.3821, 2.4964, 5.0745], [-3.8962, 1.4661, 3.3885], [-2.9521, 0.2450, 1.5242], [4.2984, -1.3330, -0.9173], [3.1660, -1.3011, -1.9705], [2.8785, 0.1700, -2.2522], [2.0673, -2.3200, -1.5857], [2.5772, -3.6207, -1.6397], [1.8560, -4.7233, -1.2444], [0.5654, -4.5432, -0.7928], [-0.0322, -3.2888, -0.7767], [-1.4934, -3.2934, -0.3452], [-2.4624, -3.0719, -1.5124], [-1.8007, -2.3321, 0.7933], [0.7133, -2.1534, -1.1849], [0.0786, -0.8471, -1.2306], [-0.2626, -0.4539, -2.5365], [-0.4987, -1.3548, -3.5870], [-0.9030, -0.9172, -4.8372], [-1.0710, 0.4323, -5.1102], [-0.7722, 1.3561, -4.1200], [-0.3691, 0.8917, -2.8929], [0.0582, 1.8117, -1.9694], [5.2350, -1.0111, -1.3734], [4.4533, -2.3260, -0.4993], [4.0920, -0.6295, -0.1045], [3.5856, -1.6991, -2.8982], [2.4303, 0.6788, -1.4034], [2.2683, 0.3040, -3.1394], [3.8324, 0.6646, -2.4429], [3.5853, -3.7602, -2.0119], [2.2949, -5.7115, -1.2839], [-0.0078, -5.4036, -0.4695], [-1.6826, -4.2993, 0.0344], [-2.3169, -2.0970, -1.9745], [-3.4906, -3.1353, -1.1505], [-2.3279, -3.8348, -2.2803], [-1.6236, -1.3195, 0.4445], [-1.1914, -2.5253, 1.6786], [-2.8467, -2.4202, 1.0913], [-0.3613, -2.4120, -3.4098], [-1.0820, -1.6495, -5.6137], [-1.3927, 0.7650, -6.0868], [-0.8070, 2.4233, -4.2962], [-3.4333, 0.4494, -1.2466], [-2.9307, 1.7443, -0.6865], [-3.7708, 2.8743, -0.6770], [-3.3227, 4.0672, -0.1874], [-1.9946, 4.1822, 0.2731], [-1.3906, 5.3796, 0.7234], [-2.3819, 6.9902, 0.7318], [-0.0870, 5.3986, 1.1324], [0.6727, 4.2234, 1.1096], [2.4614, 4.2327, 1.6994], [0.1472, 3.0275, 0.6686], [0.8749, 1.9124, 0.5753], [-1.2144, 3.0072, 0.2554], [-1.7051, 1.8043, -0.1966], [-4.5164, 0.4685, -1.3431], [-3.1506, -0.3935, -0.6168], [-3.0085, 0.2839, -2.2394], [-4.7796, 2.7760, -1.0517], [-3.9753, 4.9289, -0.1585], [0.3706, 6.3179, 1.4691]],
  "atomic_forces_ev_per_a": [[-0.57, -1.02, 0.37], [0.20, -0.03, 0.47], [0.07, 0.06, 0.25], [0.02, -0.03, -0.10], [-0.05, 0.00, -0.01], [0.07, 0.01, 0.04], [0.06, 0.01, -0.06], [0.10, 0.03, -0.11], [-0.15, -0.05, -0.01], [-0.01, -0.03, 0.00], [-0.01, 0.00, 0.00], [0.03, 0.00, 0.01], [-0.14, -0.17, 0.06], [-0.08, 0.10, 0.43], [-0.01, -0.11, -0.13], [0.08, -0.12, -0.05], [-0.02, 0.02, 0.04], [0.00, 0.01, 0.01], [-0.03, 0.01, 0.00], [0.02, 0.01, -0.02], [-0.04, -0.02, 0.00], [0.02, -0.02, 0.01], [0.00, 0.00, -0.03], [0.08, 0.04, -0.05], [-0.07, -0.05, -0.14], [0.10, 0.16, 0.14], [-0.09, -0.20, -0.14], [-0.19, 0.11, -0.05], [-0.06, -0.04, 0.00], [0.07, -0.03, -0.01], [0.03, -0.06, 0.00], [-0.02, 0.08, 0.01], [-0.12, 0.18, -0.07], [0.08, -0.07, 0.09], [0.01, -0.41, -0.10], [0.12, -0.33, -0.06], [0.53, -0.35, -0.35], [0.02, 0.21, -0.76], [-0.02, 0.08, 0.24], [-0.03, -0.02, -0.12], [0.00, -0.02, 0.02], [-0.01, 0.02, -0.05], [0.27, -0.10, 0.02], [0.10, -0.22, -0.09], [-0.01, 0.05, 0.02], [0.03, 0.01, 0.05], [0.02, -0.03, 0.00], [-0.01, -0.08, 0.04], [-0.13, 0.13, 0.09], [-0.21, 0.08, -0.01], [-0.01, 0.00, 0.00], [0.01, 0.02, 0.05], [-0.01, 0.01, -0.02], [-0.03, 0.03, -0.01], [0.01, -0.01, -0.01], [-0.04, -0.02, 0.00], [-0.02, 0.00, -0.04], [0.00, 0.03, -0.02], [-0.22, 0.02, 0.19], [0.03, 0.09, -0.02], [-0.01, 0.11, 0.03], [-0.03, -0.01, 0.00], [-0.01, 0.01, 0.01], [0.01, 0.00, 0.00], [-0.01, -0.01, 0.02], [0.05, 0.05, 0.04], [-0.02, -0.15, 0.03], [0.02, 0.15, 0.05], [-0.08, -0.12, -0.06], [0.13, -0.22, 0.02], [0.02, 0.17, 0.03], [0.07, -0.09, 0.03], [-0.20, 0.17, 0.02], [0.26, -0.64, 0.04], [-0.12, 0.09, -0.05], [-0.35, 1.19, 0.08], [0.71, 0.56, -0.21], [0.05, 0.31, 0.03], [-0.29, 0.47, -0.09], [-0.01, -0.03, 0.02], [-0.02, 0.02, -0.04], [0.02, -0.01, -0.01], [0.00, 0.00, -0.01], [0.02, 0.02, -0.02], [-0.01, -0.01, 0.01]],
  "lowdin_charge": [1.14, 0.05, -0.19, -0.02, -0.06, -0.06, -0.01, -0.10, -0.16, -0.02, -0.06, -0.06, -0.12, -0.15, 0.08, 0.12, 0.10, 0.11, 0.11, 0.11, 0.11, 0.11, 0.11, 0.09, -0.06, -0.34, -0.05, -0.11, -0.05, -0.05, -0.03, -0.14, -0.34, -0.04, -0.07, -0.20, -0.06, -0.25, -0.01, -0.06, -0.07, 0.00, -0.24, 0.03, 0.09, 0.08, 0.07, 0.14, 0.06, 0.08, 0.09, 0.12, 0.11, 0.12, 0.13, 0.05, 0.09, 0.09, 0.00, 0.10, 0.10, 0.12, 0.11, 0.11, 0.13, 0.01, -0.27, 0.02, 0.02, -0.17, -0.60, 0.83, -0.14, -0.58, 0.85, -0.35, -0.18, -0.13, 0.05, 0.10, 0.06, 0.09, 0.12, 0.09, 0.11]
}

---

{
  "formula": "C33H47N3O11P",
  "method": "ωB97M-V/def2-TZVPD",
  "charge": 1,
  "energy_ha": -2618.365754,
  "orbital_gap_ev": 5.52,
  "species": ["C", "C", "C", "C", "C", "C", "C", "N", "C", "O", "C", "C", "P", "N", "C", "N", "C", "C", "H", "H", "H", "H", "H", "H", "H", "H", "H", "H", "H", "H", "H", "H", "H", "H", "H", "O", "C", "O", "C", "C", "C", "H", "H", "H", "H", "H", "H", "O", "C", "O", "C", "C", "C", "H", "H", "H", "H", "H", "H", "O", "C", "O", "C", "C", "C", "H", "H", "H", "H", "H", "H", "O", "C", "O", "C", "C", "C", "H", "H", "H", "H", "H", "H", "O", "C", "O", "C", "C", "C", "H", "H", "H", "H", "H", "H"],
  "coordinates": [[-0.7737, 3.0036, 0.3573], [-0.1021, 1.8033, 1.2009], [-0.2777, 1.5684, 2.7461], [0.3888, 0.3248, 3.4888], [1.2769, -0.7511, 2.7340], [1.9069, -2.0412, 3.5160], [1.0183, -3.3195, 3.0657], [-0.3444, -2.7466, 2.8241], [-1.0762, -2.7838, 3.9297], [-1.6980, -2.4385, 4.9726], [1.1178, -4.6880, 3.9432], [0.5097, -5.6529, 2.7616], [0.4013, -7.5209, 3.0681], [-0.7046, -8.0849, 2.0110], [1.5516, -5.1304, 1.6093], [1.7667, -3.8115, 1.8295], [1.4858, -0.4930, 1.1811], [0.8228, 0.7443, 0.4390], [-0.1631, 3.9697, 0.4549], [-1.8687, 3.2171, 0.6935], [-0.8628, 2.7033, -0.7641], [-0.9510, 2.3349, 3.3025], [0.2005, 0.2203, 4.6139], [1.8694, -1.8005, 4.6369], [3.0209, -2.1045, 3.1910], [0.6211, -4.7137, 4.9763], [2.2258, -5.0066, 4.0864], [-0.5776, -5.3358, 2.4813], [-0.0767, -7.8554, 4.3779], [1.6354, -8.1981, 2.7192], [-0.2181, -8.7632, 1.3800], [1.9850, -5.8082, 0.7883], [2.3773, -3.1870, 1.2721], [2.1263, -1.2010, 0.5470], [0.9394, 0.9379, -0.6974], [-2.6634, 1.5108, -2.7832], [-2.1838, 0.4196, -2.5946], [-1.1985, 0.1663, -1.6861], [-0.7910, -1.2005, -1.8007], [-1.9544, -1.9096, -2.4507], [-2.5378, -0.8355, -3.3409], [0.1164, -1.2442, -2.4117], [-0.5699, -1.6024, -0.8092], [-1.6613, -2.8132, -2.9889], [-2.6885, -2.1935, -1.6886], [-2.0580, -0.8154, -4.3205], [-3.6178, -0.9414, -3.4422], [-3.3467, -1.0324, -6.1675], [-4.3157, -0.3494, -6.4022], [-4.5128, 0.8944, -5.8884], [-5.8047, 1.3699, -6.2805], [-6.1639, 0.5741, -7.5121], [-5.4879, -0.7537, -7.2522], [-6.5041, 1.1994, -5.4564], [-5.7554, 2.4410, -6.4862], [-7.2405, 0.4939, -7.6742], [-5.7234, 1.0429, -8.3983], [-6.1266, -1.4311, -6.6799], [-5.1578, -1.2249, -8.1784], [0.1606, 4.8460, 3.1866], [0.7123, 5.7820, 2.6606], [0.5173, 6.1530, 1.3649], [1.4063, 7.2273, 1.0410], [1.7710, 7.8543, 2.3650], [1.7361, 6.6720, 3.3080], [2.2771, 6.8152, 0.5221], [0.9025, 7.9346, 0.3791], [2.7319, 8.3719, 2.3460], [1.0033, 8.5788, 2.6564], [2.6947, 6.1481, 3.3402], [1.4234, 6.9663, 4.3102], [5.5454, 2.5487, 7.3823], [4.6434, 1.7886, 7.1372], [3.6807, 2.0215, 6.2009], [2.7107, 0.9719, 6.2481], [3.4201, -0.1973, 6.8892], [4.3835, 0.4829, 7.8361], [1.8550, 1.3135, 6.8389], [2.3717, 0.7387, 5.2366], [2.7403, -0.8960, 7.3820], [3.9822, -0.7521, 6.1296], [3.9262, 0.6835, 8.8080], [5.3037, -0.0901, 7.9536], [-0.1284, -2.3452, -5.7212], [0.2827, -1.3651, -6.2948], [1.3504, -1.3671, -7.1400], [1.6286, -0.0256, -7.5541], [0.3380, 0.7301, -7.3474], [-0.2651, 0.0270, -6.1520], [2.4438, 0.3675, -6.9388], [1.9416, -0.0212, -8.6002], [0.4855, 1.8015, -7.1978], [-0.3132, 0.5976, -8.2178], [0.0864, 0.4535, -5.2086], [-1.3554, 0.0273, -6.1942]],
  "atomic_forces_ev_per_a": [[-0.28, -0.68, 0.01], [1.85, -3.16, 1.49], [1.57, -2.04, -2.13], [0.43, 0.45, -3.49], [-1.49, 3.69, -1.73], [-0.27, 1.90, -0.90], [2.31, 1.34, 2.03], [-2.30, -2.41, 4.67], [-0.62, 3.56, 2.12], [3.82, -2.81, -6.98], [-0.09, -0.03, -1.13], [1.46, 1.26, 0.64], [-2.20, -1.88, -3.59], [2.12, 0.21, 0.65], [-1.40, 1.66, 1.31], [-1.72, -3.98, -0.90], [-2.09, 2.52, 1.69], [-0.80, -0.18, 3.47], [-0.91, -1.52, -0.04], [2.08, -0.44, -0.30], [0.36, 0.40, 2.03], [1.49, -1.64, -0.84], [0.29, 0.11, -1.87], [-0.10, -0.69, -1.60], [-1.84, -0.28, 0.70], [0.33, 0.26, -1.79], [-1.82, 0.86, -0.19], [1.90, -0.62, 0.31], [0.93, 0.96, -0.09], [-0.18, 0.97, 1.14], [-0.78, 0.72, 0.62], [-0.49, 1.54, 1.19], [-0.61, -0.55, 0.32], [-0.94, 1.18, 0.97], [-0.01, -0.67, 2.24], [0.73, -0.59, 0.66], [-0.75, 0.91, -0.75], [-0.21, 0.36, -0.08], [0.30, -0.40, 0.17], [-0.20, -0.71, -0.08], [0.00, -0.36, 0.42], [-0.04, 0.00, -0.03], [0.04, 0.30, 0.01], [0.05, 0.13, 0.03], [0.11, 0.02, -0.02], [-0.23, -0.01, 0.10], [0.18, 0.27, -0.28], [-0.52, 0.85, -0.21], [0.50, -0.67, 0.30], [0.49, -0.59, -0.15], [-0.44, 0.51, 0.07], [-0.47, 0.07, -0.52], [-0.18, 0.21, -0.42], [0.08, 0.00, -0.02], [0.18, -0.13, 0.21], [0.11, 0.08, 0.06], [-0.08, -0.02, 0.11], [0.13, -0.08, -0.06], [0.03, -0.25, 0.31], [0.05, 0.58, -0.80], [-0.20, -0.96, 0.63], [-0.20, -0.35, 0.46], [0.21, 0.41, -0.49], [0.28, 0.62, 0.21], [-0.02, 0.51, 0.05], [-0.06, -0.01, 0.03], [-0.07, -0.29, -0.01], [-0.11, -0.05, -0.08], [0.10, -0.06, -0.07], [-0.10, -0.07, 0.12], [0.13, -0.37, -0.01], [-0.87, -0.42, -0.60], [0.97, 0.95, 0.58], [0.35, 0.02, 0.12], [-0.42, -0.05, -0.25], [-0.15, -0.69, 0.08], [-0.03, -0.54, -0.17], [0.04, 0.00, -0.03], [0.10, 0.33, 0.05], [-0.01, 0.08, -0.06], [-0.05, 0.05, 0.05], [0.16, 0.02, -0.01], [-0.02, 0.31, 0.26], [0.64, 0.43, -0.54], [-0.38, -0.75, 0.77], [-0.40, -0.34, 0.29], [0.37, 0.32, -0.36], [-0.22, 0.63, -0.19], [-0.21, 0.35, -0.41], [-0.04, -0.04, -0.02], [0.07, -0.23, 0.17], [0.05, -0.11, -0.06], [0.09, 0.03, 0.09], [-0.08, -0.06, 0.04], [0.19, -0.15, 0.33]],
  "lowdin_charge": [-0.07, -0.16, 0.01, -0.03, -0.19, -0.08, -0.41, 0.16, -0.13, 0.13, -0.08, -0.35, 0.72, -0.35, 0.11, 0.14, -0.04, -0.01, 0.07, 0.10, 0.08, 0.11, 0.09, 0.12, 0.13, 0.14, 0.14, 0.14, 0.02, 0.02, -0.03, 0.18, 0.16, 0.07, 0.10, 0.12, -0.46, -0.02, -0.18, -0.15, -0.08, 0.13, 0.11, 0.12, 0.12, 0.09, 0.13, 0.09, -0.46, 0.03, -0.16, -0.16, -0.08, 0.13, 0.13, 0.12, 0.12, 0.14, 0.13, 0.10, -0.47, 0.01, -0.16, -0.16, -0.08, 0.13, 0.13, 0.12, 0.12, 0.14, 0.13, 0.13, -0.47, 0.04, -0.17, -0.18, -0.08, 0.13, 0.09, 0.12, 0.11, 0.14, 0.13, 0.11, -0.47, 0.03, -0.16, -0.16, -0.09, 0.13, 0.13, 0.12, 0.12, 0.14, 0.10]
}

---

{
  "formula": "C3H5NO2",
  "method": "ωB97M-V/def2-TZVPD",
  "energy_ha": -322.427441,
  "relative_energy_kj_mol": 385.7,
  "orbital_gap_ev": 9.68,
  "species": ["N", "C", "O", "C", "C", "O", "H", "H", "H", "H", "H"],
  "coordinates": [[-0.4640, -1.5970, -0.1056], [-1.5090, -0.6545, 0.0995], [-1.0196, 0.4068, 0.7089], [0.3699, 0.7937, 0.6109], [0.7366, 1.0119, -0.8507], [1.8618, 1.2405, -1.2064], [-0.7902, -2.3052, -0.7606], [-0.6653, -2.0399, 0.8040], [1.0697, 0.0928, 1.0640], [0.4204, 1.7550, 1.1301], [-0.1160, 0.9824, -1.5611]],
  "atomic_forces_ev_per_a": [[-0.63, 0.05, 0.13], [0.07, 0.43, -0.30], [-0.38, -0.05, -0.29], [0.21, -0.02, 0.08], [0.40, 0.09, -0.06], [-0.46, -0.11, 0.18], [-0.16, 0.15, 0.06], [0.95, -0.40, 0.21], [-0.12, 0.04, -0.01], [0.03, -0.15, -0.05], [0.09, -0.02, 0.05]],
  "lowdin_charge": [0.01, -0.14, -0.13, -0.14, -0.24, 0.07, 0.07, 0.10, 0.12, 0.14, 0.13]
}

---

{
  "formula": "FHS2",
  "method": "ωB97M-V/def2-TZVPD",
  "energy_ha": -896.731571,
  "relative_energy_kj_mol": 170.3,
  "orbital_gap_ev": 5.84,
  "species": ["H", "F", "S", "S"],
  "coordinates": [[-2.7011, 0.7054, 0.3162], [-2.7139, -0.4536, -0.0169], [1.7386, -0.3167, 0.0152], [-0.0432, 0.5278, -0.0255]],
  "atomic_forces_ev_per_a": [[-0.16, -6.37, -1.76], [0.01, 6.33, 1.80], [-2.30, 1.06, -0.01], [2.44, -1.03, -0.04]],
  "lowdin_charge": [0.25, -0.33, 0.03, 0.04]
}

---

{
  "formula": "C10H18N3",
  "method": "ωB97M-V/def2-TZVPD",
  "charge": 1,
  "energy_ha": -555.871131,
  "relative_energy_kj_mol": 144.8,
  "orbital_gap_ev": 9.49,
  "species": ["C", "C", "C", "C", "C", "C", "C", "C", "H", "H", "H", "H", "H", "H", "H", "H", "H", "H", "C", "C", "N", "N", "N", "H", "H", "H", "H", "H", "H", "H", "H"],
  "coordinates": [[1.6537, 1.7531, 1.4954], [1.8650, 3.2835, 1.6920], [0.3872, 1.5653, 0.6915], [-0.8518, 1.3575, 1.3407], [0.4172, 1.8547, -0.6942], [-1.9750, 1.1073, 0.5762], [-0.7409, 1.5368, -1.4080], [-1.9547, 1.2269, -0.8384], [2.3772, 1.2564, 0.8955], [1.3660, 1.3552, 2.4926], [1.6780, 3.7998, 0.7188], [-0.9692, 1.3775, 2.4330], [1.3502, 2.1418, -1.1607], [-2.9533, 0.7625, 0.8892], [-0.6929, 1.7472, -2.5071], [-2.8600, 1.0698, -1.4147], [2.9280, 3.3022, 2.0003], [1.1626, 3.7260, 2.4054], [1.5143, -2.9403, -1.1700], [-0.7466, -2.4903, -0.4637], [0.5353, -2.1268, -0.4482], [-1.2268, -3.5706, -1.1305], [-1.7008, -1.6635, 0.0513], [0.6903, -1.1332, -0.2799], [-0.6531, -3.9129, -1.8822], [-1.9988, -4.1033, -0.7628], [-1.3979, -0.7287, 0.3584], [-2.6189, -2.0634, 0.0277], [1.5940, -2.7965, -2.2717], [1.2975, -3.9779, -0.9053], [2.5241, -2.7160, -0.7309]],
  "atomic_forces_ev_per_a": [[-3.31, 1.18, 0.77], [0.91, -0.82, -1.05], [-0.29, 1.39, -0.05], [0.04, -0.54, -0.15], [-0.98, -2.11, 1.51], [-1.14, 0.56, -1.92], [0.44, 1.78, -2.61], [0.82, -0.22, 1.46], [1.34, -0.32, 0.36], [1.23, -0.38, -0.57], [0.58, -0.24, 0.75], [0.46, -0.29, -0.45], [-0.09, 0.01, -0.16], [0.11, 0.42, 1.09], [-0.18, -0.43, 0.96], [0.23, -0.05, -0.01], [-0.63, 1.04, 0.03], [0.37, -0.30, 0.10], [1.61, 0.17, 0.66], [-2.22, 1.52, -0.17], [-0.78, -0.23, -1.02], [1.31, 0.29, 0.46], [2.67, -1.67, -0.25], [0.24, -0.29, 0.01], [-0.18, -0.60, 0.17], [0.02, 0.04, -0.29], [-0.87, -0.64, 0.26], [-0.45, 0.82, 0.15], [-0.45, 0.08, 0.75], [0.18, 0.07, -0.30], [-0.97, -0.21, -0.50]],
  "lowdin_charge": [-0.21, -0.07, -0.27, -0.04, -0.03, -0.14, -0.10, -0.10, 0.10, 0.12, 0.08, 0.13, 0.12, 0.11, 0.12, 0.11, 0.08, 0.08, -0.05, -0.39, 0.06, 0.19, 0.21, 0.15, 0.11, 0.13, 0.07, 0.13, 0.11, 0.09, 0.11]
}